No. 1
Molecular formula: C43H40Cl5N6OP2S4SbSr
Method: DFT, ωB97M-V/def2-TZVPD

Last column: Löwdin charge in e.
CARTESIAN COORDINATES (ANGSTROEM)
Sr 0.19587 -1.77083 0.56182  1.0272
C 2.80996 1.41359 -2.24845  -0.2849
P 1.11506 1.28644 -1.52606  1.0198
C 0.89191 3.13730 -1.17012  -0.3517
N 1.18076 3.95995 -2.14116  0.1153
C 0.95541 5.28631 -1.98282  -0.2038
C 1.16139 6.17155 -3.07342  -0.0140
C 0.90802 7.49971 -2.92408  -0.0882
C 0.46044 8.01515 -1.67645  -0.0901
C 0.28126 7.18654 -0.61226  -0.0199
C 0.51826 5.79481 -0.75538  -0.2091
N 0.31804 4.96028 0.29588  0.1189
C 0.44645 3.67346 0.10203  -0.3553
P 0.16936 2.59502 1.58475  0.9891
C 1.05103 3.57041 2.85793  -0.2539
C -1.65934 2.83122 1.97968  -0.6827
C -2.11956 4.28420 2.08193  -0.0979
C -1.96452 2.13429 3.31256  -0.0939
C -2.39035 2.11475 0.83210  -0.0845
C 0.09034 1.07751 -3.08789  -0.7185
C 0.48783 1.91767 -4.30420  -0.1026
C -1.35300 1.40419 -2.68886  -0.1388
C 0.20709 -0.40281 -3.46618  -0.1383
H 2.88940 2.33514 -2.82474  0.0271
H 2.96591 0.55623 -2.90459  0.0271
H 3.56891 1.40539 -1.46703  -0.0038
H 1.49783 5.75724 -4.01513  0.1126
H 1.04137 8.17120 -3.76284  0.0968
H 0.25812 9.07409 -1.57689  0.0960
H -0.05799 7.55352 0.34824  0.1105
H 0.66208 4.58756 2.90248  0.0291
H 2.11130 3.60476 2.60515  0.0298
H 0.94030 3.06862 3.81925  0.0326
H -1.72628 4.76574 2.98170  0.0736
H -3.21225 4.29845 2.13650  0.0869
H -1.81164 4.87650 1.22422  0.0538
H -1.31159 2.48246 4.11724  0.0734
H -1.86135 1.05231 3.23772  0.0435
H -2.99758 2.35396 3.59313  0.0917
H -2.24760 2.63541 -0.11783  0.0738
H -3.46579 2.05445 1.01672  0.0817
H -2.02977 1.08973 0.70535  0.0639
H 0.56620 2.97569 -4.07096  0.0439
H -0.28904 1.78876 -5.06322  0.0860
H 1.43702 1.58589 -4.73493  0.0710
H -1.46533 2.47069 -2.45821  0.0719
H -1.66971 0.82303 -1.82126  0.0289
H -2.05167 1.15614 -3.49003  0.0278
H 1.24475 -0.68769 -3.67542  0.0602
H -0.38562 -0.59437 -4.36305  0.0975
H -0.18087 -1.05617 -2.68517  -0.0399
Cl 3.22961 0.98025 1.25781  0.6424
C 3.76528 -0.70317 1.36033  -0.6743
C 2.81734 -1.70473 1.50726  -0.2387
C 3.38780 -2.95523 1.70493  -0.7105
Cl 2.30459 -4.30648 2.01360  0.6712
C 4.75282 -3.23047 1.70535  -0.7105
Cl 5.36085 -4.83440 1.96631  0.6299
C 5.64848 -2.18828 1.48626  -0.7190
Cl 7.35232 -2.48649 1.43489  0.6312
C 5.14856 -0.90168 1.32485  -0.7103
Cl 6.25855 0.41305 1.08041  0.6230
S -4.67282 0.05507 -3.32782  -0.4687
Sb -4.70525 -1.66790 -1.78085  0.1180
S -1.53230 -3.53312 -2.59391  -0.0201
S -2.06733 -2.04003 -1.26087  -0.3231
S -5.35808 -0.66235 0.24867  -0.3677
C -2.03985 -5.87922 1.11396  -0.0476
C -1.46419 -4.64541 1.34445  -0.1475
N -0.49643 -4.12859 0.58464  -0.0923
C -0.06553 -4.83668 -0.47902  -0.2967
C -0.54870 -6.13930 -0.74621  -0.1984
C -1.56104 -6.63694 0.05158  -0.0230
C 0.00651 -6.88323 -1.85120  -0.0323
C 1.00905 -6.39171 -2.59382  -0.0322
C 1.56028 -5.08029 -2.33791  -0.1739
C 2.60147 -4.54799 -3.08434  -0.0142
C 3.07298 -3.27513 -2.81157  -0.0503
C 2.47926 -2.57336 -1.77605  -0.1453
N 1.49865 -3.06748 -1.03155  -0.0378
C 1.01148 -4.28936 -1.31000  -0.2603
H -2.83048 -6.23996 1.75647  0.0982
H -1.79464 -4.03062 2.17007  0.0868
H -1.97281 -7.61736 -0.16083  0.1104
H -0.40788 -7.86305 -2.05999  0.1087
H 1.41826 -6.96130 -3.42055  0.1063
H 3.03911 -5.13711 -3.88279  0.1116
H 3.88313 -2.83804 -3.37841  0.0997
H 2.80506 -1.56746 -1.52455  0.0981
O 0.75773 0.33042 3.39900  0.0047
C 0.34295 0.25369 2.34023  -0.3131
N -5.81100 -1.14608 6.51720  0.1398
C -5.01388 -1.28705 5.70186  -0.1742
C -3.97150 -1.46332 4.70975  -0.2224
C -2.69329 -1.84211 5.12622  -0.0261
C -1.71004 -1.96875 4.16952  -0.1472
N -1.92429 -1.73775 2.86812  0.0297
C -3.14831 -1.38846 2.47839  -0.1655
C -4.21073 -1.24554 3.36757  -0.0194
H -2.48122 -2.02015 6.17134  0.1105
H -0.69851 -2.24571 4.44697  0.1135
H -3.33233 -1.20894 1.41816  -0.0234
H -5.18046 -0.96013 2.97829  0.0631

The LUMO energy is 2.8 eV. The calculation puts the orbital gap at 3.8 eV. As for the total charge: -2. The value obtained for the HOMO energy is -0.91 eV. The energy above the lowest of the compared OMol25 structures with the same formula, charge and spin comes out at 9.9 kcal per mole.



No. 2
Molecular formula: C10H20ClO7PS
Method: DFT, ωB97M-V/def2-TZVPD

Last column: Löwdin charge in e.
CARTESIAN COORDINATES (ANGSTROEM)
C 0.46757 -3.04039 0.94888  -0.0660
C 0.02110 -3.04194 -0.51433  -0.2499
O 0.99376 -2.42996 -1.35446  -0.1315
C 0.50833 -1.42891 -2.21391  -0.1865
C 1.00014 0.00316 -1.85916  -0.0815
C 1.59690 0.12606 -0.49113  -0.3598
O 3.04781 0.21284 -0.44012  -0.1617
S 3.29987 0.21105 1.15634  0.5729
O 4.57937 0.76019 1.35441  -0.2407
O 3.14566 -1.04359 1.79349  -0.2074
O 2.08420 1.22253 1.49302  -0.2171
C 1.20182 1.36785 0.33640  -0.5369
C -0.26774 1.14149 0.75599  -0.1053
C -1.33249 1.96308 0.01409  -0.1813
C -2.62703 1.20030 -0.09177  -0.2465
O -3.08228 0.81744 1.18871  -0.1686
C -3.82959 -0.37531 1.11407  -0.1068
P 1.64113 2.92626 -0.65568  0.6688
O 0.69679 4.12830 -0.05429  -0.3416
Cl 3.51627 3.41877 0.06907  0.3198
H 0.13807 -2.11554 1.41666  0.0613
H -0.01288 -3.84521 1.50083  0.0770
H 1.53801 -3.17958 1.04076  0.0780
H -0.95488 -2.56006 -0.55314  0.1036
H -0.06684 -4.08561 -0.81335  0.1155
H -0.57709 -1.42164 -2.31394  0.1139
H 0.89675 -1.65213 -3.20565  0.1215
H 1.80108 0.25860 -2.54859  0.1292
H 0.22755 0.74400 -2.02199  0.0994
H 1.38945 -0.68915 0.19849  0.1061
H -0.35063 1.22825 1.83214  0.1371
H -0.48371 0.09335 0.54261  0.1099
H -1.03310 2.29060 -0.97742  0.1007
H -1.50617 2.87358 0.58414  0.1112
H -3.36533 1.87145 -0.54385  0.1315
H -2.50610 0.33900 -0.75620  0.1192
H -4.59964 -0.34222 0.33993  0.0902
H -4.32206 -0.59199 2.05561  0.0888
H -3.16819 -1.21780 0.88644  0.0809
H 0.29409 3.86289 0.78689  0.0527

The LUMO energy is 0.4 eV. The calculation puts the orbital gap at 9.8 eV. As for the total charge: 0. The value obtained for the HOMO energy is -9.42 eV. The energy above the lowest of the compared OMol25 structures with the same formula, charge and spin comes out at 16.4 kcal per mole.